Record 1
15
Properties=species:S:1:pos:R:3 method="wB97M-V/def2-TZVPD" mol_weight_g_mol=166.17 e_above_lowest_ev=1.1443 e_homo_ev=-8.30 smiles="F/C=C1/SC=C[C@H]1C(F)F" spin_multiplicity=1
F 1.5019 1.8525 2.6866
C 0.3153 1.2599 2.5160
C -0.2239 1.0544 1.2712
S -1.7765 0.1696 1.3948
C -1.2345 -0.9262 0.1433
C -0.1736 -0.5091 -0.5353
C 0.2857 0.8954 -0.2468
C -0.1319 1.6257 -1.7598
F -1.4623 1.6439 -1.9206
F 0.3084 2.8890 -1.8399
H -0.2063 1.0536 3.4313
H -1.7612 -1.8526 0.0249
H 0.2653 -1.0717 -1.3416
H 1.3709 1.0172 -0.2370
H 0.3313 1.0110 -2.5365

=====

Record 2
10
Properties=species:S:1:pos:R:3 method="wB97M-V/def2-TZVPD" mol_weight_g_mol=126.97 e_above_lowest_ev=3.9317 e_homo_ev="-9.77 / -7.71" spin_multiplicity=1
C -2.2924 -0.4583 0.0481
C 0.9547 0.5550 -0.4993
C 1.2930 -0.4289 0.4690
O -3.0007 -0.9447 0.8613
Cl -2.0846 1.2834 -0.2009
Cl 0.7298 -1.9921 0.1087
H 1.3787 0.1809 -1.4525
H 1.3636 1.5097 -0.2267
H -0.1138 0.6649 -0.6093
H 1.7719 -0.3701 1.5016